Entry 1:
Molecular formula: C4H19NO8
Method: DFT, ωB97M-V with the def2-TZVPD basis set

Atoms and positions in Å:
O1 1.500 -2.322 0.587
O2 0.413 2.604 1.131
O3 1.811 -0.009 3.078
O4 -3.185 2.102 -0.256
O5 -2.918 -0.740 -2.318
O6 -1.237 -2.174 -2.503
O7 3.282 1.754 -2.070
O8 -1.633 -1.144 2.916
N1 1.519 0.126 -0.560
C1 -1.726 -0.964 -2.225
C2 0.206 -1.775 0.477
C3 0.440 -0.864 -0.769
C4 -0.764 -0.196 -1.386
H1 -0.606 -2.462 0.348
H2 2.062 0.865 2.929
H3 2.557 1.904 -1.439
H4 -0.422 0.687 -1.957
H5 -2.599 2.773 -0.490
H6 2.403 -0.344 -0.544
H7 1.439 0.585 0.382
H8 -1.713 -1.086 3.845
H9 1.679 -0.483 2.254
H10 -0.004 -1.209 1.424
H11 -1.443 0.402 -0.706
H12 -2.069 -0.281 2.750
H13 3.017 1.589 -2.952
H14 -0.212 3.230 1.433
H15 1.290 2.847 0.888
H16 -1.906 -2.702 -2.991
H17 1.524 -2.894 1.369
H18 -3.613 1.653 -1.029
H19 0.908 -1.473 -1.616

## Properties
Gap between HOMO and LUMO (spin up / spin down) in eV: 2.2230 / 9.0813
Calculated total energy in hartree: -820.42286
Charge: -1
Multiplicity: 2
ΔE to the lowest compared entry with this formula, charge and spin in kcal per mole: 27.3

***

Entry 2:
Molecular formula: C4H19NO9
Method: DFT, ωB97M-V with the def2-TZVPD basis set

Atoms and positions in Å:
O1 1.458 1.571 3.188
O2 1.553 -1.048 2.660
O3 -2.482 -1.851 0.720
O4 -3.098 -2.205 -1.859
O5 3.046 -1.601 -0.029
O6 1.208 1.219 -2.893
O7 1.801 -1.046 -2.109
O8 -0.888 -1.734 2.268
O9 -1.567 2.482 2.416
N1 -1.053 -0.062 0.784
C1 -1.505 -1.308 1.245
C2 -0.117 1.487 -2.537
C3 -0.327 1.470 -1.011
C4 -1.339 0.402 -0.584
H1 -1.195 -0.442 -1.225
H2 -0.348 2.481 -2.930
H3 2.472 -1.443 -2.660
H4 -1.404 1.834 1.694
H5 -3.109 -2.094 -0.861
H6 -2.352 0.806 -0.621
H7 2.395 -1.139 -0.832
H8 2.058 -1.298 1.871
H9 -0.714 2.510 2.853
H10 1.410 0.576 3.072
H11 0.578 -1.311 2.454
H12 1.521 0.299 -2.505
H13 2.403 1.668 3.001
H14 -0.170 0.174 1.148
H15 2.656 -2.470 -0.195
H16 -2.176 -2.392 -2.094
H17 0.675 1.196 -0.691
H18 -0.623 2.454 -0.639
H19 -0.768 0.813 -3.098

## Properties
Gap between HOMO and LUMO in eV: 8.4864
Calculated total energy in hartree: -895.80485
Charge: -2
Multiplicity: 1
ΔE to the lowest compared entry with this formula, charge and spin in kcal per mole: 17.4

***

Entry 3:
Molecular formula: C4H20FN9O4
Method: DFT, ωB97M-V with the def2-TZVPD basis set

Atoms and positions in Å:
F1 0.621 -0.017 0.105
O1 0.252 3.817 1.620
O2 -0.927 -3.239 -1.905
O3 -0.429 -0.449 2.345
O4 1.836 1.463 -3.442
N1 0.318 -1.915 -0.730
N2 -2.653 -0.624 1.781
N3 -1.153 -1.057 -2.068
N4 -0.689 1.790 1.319
N5 0.105 1.161 -2.046
N6 -1.253 -0.339 0.298
N7 1.243 2.022 0.708
N8 1.689 0.010 -1.785
N9 1.281 -1.065 1.931
C1 -0.565 -2.128 -1.666
C2 1.231 0.887 -2.535
C3 0.338 2.606 1.315
C4 -1.358 -0.488 1.526
H1 1.231 1.045 0.449
H2 -0.028 0.901 -1.079
H3 1.294 -0.261 -0.896
H4 -1.915 -0.575 -0.428
H5 1.070 -0.575 2.789
H6 2.067 2.588 0.568
H7 -1.606 2.040 1.662
H8 2.621 -0.321 -1.989
H9 2.290 -1.052 1.889
H10 -0.537 0.863 0.948
H11 -3.025 -0.768 2.709
H12 -0.118 2.071 -2.422
H13 0.791 -2.721 -0.347
H14 0.959 -2.014 1.807
H15 0.803 -0.599 1.173
H16 -3.277 -0.448 1.006
H17 -1.861 -1.228 -2.767
H18 -0.266 -0.193 0.141
H19 0.465 -1.021 -0.284
H20 -0.842 -0.168 -1.701

## Properties
Gap between HOMO and LUMO in eV: 8.8078
Calculated total energy in hartree: -1057.46613
Charge: 0
Multiplicity: 1
ΔE to the lowest compared entry with this formula, charge and spin in kcal per mole: 483.5

***

Entry 4:
Molecular formula: C4H20N2O6
Method: DFT, ωB97M-V with the def2-TZVPD basis set

Atoms and positions in Å:
O1 1.103 -2.665 0.556
O2 0.165 1.049 4.331
O3 -2.692 1.849 2.473
O4 -0.133 1.427 1.816
O5 -2.628 -3.088 -2.468
O6 -1.382 -0.118 -2.681
N1 0.444 2.300 -0.958
N2 1.899 -1.245 -1.173
C1 0.753 -2.070 -0.739
C2 1.608 0.142 -1.492
C3 0.582 0.569 0.980
C4 1.295 1.188 -0.273
H1 -1.591 -0.831 -2.053
H2 0.630 -2.941 -1.439
H3 2.940 -1.675 -1.089
H4 -0.128 2.380 1.637
H5 -0.231 -0.080 0.693
H6 1.470 -1.915 1.020
H7 -1.737 1.551 2.207
H8 -2.418 -2.554 -1.686
H9 -0.113 -1.427 -0.431
H10 2.263 1.640 0.078
H11 1.245 -0.034 1.764
H12 2.510 0.612 -1.956
H13 -0.769 -0.720 -3.276
H14 -0.032 2.949 -0.376
H15 0.749 0.098 -2.195
H16 0.881 1.551 4.452
H17 -3.018 1.003 2.957
H18 -2.851 -2.268 -2.932
H19 -0.562 1.492 3.821
H20 -0.255 1.829 -1.570

## Properties
Gap between HOMO and LUMO in eV: 9.1216
Calculated total energy in hartree: -725.20759
Charge: 0
Multiplicity: 1
ΔE to the lowest compared entry with this formula, charge and spin in kcal per mole: 135.0

***

Entry 5:
Molecular formula: C4H20N2O6S
Method: DFT, ωB97M-V with the def2-TZVPD basis set

Atoms and positions in Å:
S1 -1.561 -2.053 -1.261
O1 -2.447 2.690 -1.383
O2 3.224 0.385 -1.137
O3 -1.026 2.276 1.052
O4 -2.668 0.704 2.761
O5 1.272 -0.133 -3.083
O6 3.439 -1.476 0.838
N1 0.890 -2.076 1.793
N2 0.680 0.969 0.245
C1 0.140 2.099 0.686
C2 -0.091 -1.003 1.596
C3 -1.240 -0.404 -0.593
C4 0.065 -0.368 0.198
H1 -3.212 1.338 3.243
H2 0.894 -2.361 2.770
H3 -1.259 0.347 -1.377
H4 -3.304 3.080 -1.220
H5 1.657 0.987 0.003
H6 3.967 -1.295 1.627
H7 1.928 0.009 -2.373
H8 0.785 -0.976 -0.320
H9 2.545 -1.669 1.194
H10 -2.134 1.247 2.133
H11 0.062 -0.251 2.373
H12 0.838 2.948 0.700
H13 -0.675 -1.977 -2.269
H14 3.368 -0.365 -0.512
H15 4.066 0.490 -1.590
H16 0.801 0.699 -3.169
H17 0.621 -2.900 1.259
H18 -1.117 -1.346 1.732
H19 -2.084 -0.165 0.045
H20 -2.089 2.460 -0.506

## Properties
Gap between HOMO and LUMO in eV: 9.4714
Calculated total energy in hartree: -1123.58694
Charge: 0
Multiplicity: 1
ΔE to the lowest compared entry with this formula, charge and spin in kcal per mole: 4.4

***

Entry 6:
Molecular formula: C4H21NO5
Method: DFT, ωB97M-V with the def2-TZVPD basis set

Atoms and positions in Å:
O1 -2.310 1.367 -1.389
O2 1.586 3.634 1.206
O3 -2.312 -0.161 2.282
O4 0.499 2.846 -1.042
O5 -1.030 2.555 1.026
N1 -0.268 -1.279 0.232
C1 1.252 -1.452 0.190
C2 -1.048 -1.957 -0.849
C3 1.932 -1.332 -1.194
C4 1.534 -2.750 0.855
H1 -1.795 1.717 -2.207
H2 1.162 2.100 -1.154
H3 -1.505 0.422 2.667
H4 -2.991 0.834 -1.747
H5 2.557 -2.775 1.194
H6 -0.494 -0.261 0.154
H7 -1.659 -1.337 -1.582
H8 1.452 2.644 1.361
H9 -1.220 3.187 1.787
H10 2.983 -1.589 -1.124
H11 -2.034 -0.570 1.543
H12 0.956 3.544 0.369
H13 -1.864 -2.628 -0.471
H14 0.890 -2.689 1.787
H15 1.921 -0.326 -1.670
H16 -0.319 -2.325 -1.499
H17 1.447 -0.594 0.925
H18 -0.235 2.527 -0.479
H19 1.116 -3.563 0.205
H20 -1.939 2.368 0.582
H21 1.737 -2.155 -1.954

## Properties
Gap between HOMO and LUMO in eV: 9.3787
Calculated total energy in hartree: -595.85431
Charge: 0
Multiplicity: 1
ΔE to the lowest compared entry with this formula, charge and spin in kcal per mole: 48.8